(1)
Computed, not measured: C11H11NO2 in the gas phase, with ωB97M-V/def2-TZVPD.

Summary:
Gap between HOMO and LUMO (spin up / spin down) ... 8.9 / 6.2 eV
Energy above the lowest of the compared OMol25 structures with the same formula, charge and spin ... 163.1 kcal/mol
Highest occupied orbital energy (spin up / spin down) ... -9.1 / -6.9 eV
LUMO (spin up / spin down) ... -0.28 / -0.72 eV

Each line ends with the Mulliken charge.
CARTESIAN COORDINATES (ANGSTROEM)
C1 -0.0678 1.5368 -3.1176  -0.474
C2 1.0194 0.6792 -3.0206  -0.743
C3 -0.9285 1.7690 -1.9898  -0.936
C4 1.3145 0.0124 -1.8197  -0.486
C5 -0.6625 1.0475 -0.8500  -0.420
C6 0.4958 0.1994 -0.7117  1.294
C7 -1.2211 -1.6422 1.6017  -0.602
C8 0.4702 -0.3014 3.0300  -0.953
C9 -0.4856 0.6864 2.3906  -0.748
C10 0.7150 -0.4823 0.5244  -0.428
C11 -0.1109 -0.5843 1.6705  1.571
N1 -1.5864 -2.3189 0.5738  -0.118
O1 -1.0953 -2.1506 -0.5463  -0.308
O2 1.7352 -1.3809 0.6043  -0.551
H1 -0.1969 1.9064 -4.0420  0.503
H2 1.5353 0.4917 -3.8863  0.473
H3 -1.9373 2.1281 -2.2816  0.258
H4 2.0861 -0.7737 -1.9684  0.017
H5 -1.3201 1.1594 -0.1011  0.635
H6 -1.7588 -1.7845 2.4535  0.552
H7 1.5164 -0.0516 3.1506  0.247
H8 0.1063 -0.7819 3.9586  0.268
H9 -1.5382 0.8727 2.7124  0.248
H10 -0.1148 1.5593 1.8647  0.373
H11 2.0299 -1.7960 -0.1998  0.325

Force components x, y, z for each atom (eV/Å):
0.700 -1.244 3.715
-1.747 0.575 2.682
0.238 -1.636 -2.505
0.444 -0.407 -1.842
2.473 0.198 -2.349
-0.947 0.728 0.691
1.058 0.075 -1.677
-0.643 0.566 1.112
-0.644 0.643 -0.264
1.433 -1.349 -2.295
-2.087 -0.355 0.943
0.698 1.439 0.905
0.274 -0.466 -0.785
0.221 -0.005 1.151
-1.049 1.673 -2.967
1.469 -0.541 -1.815
0.811 0.416 0.991
-0.414 0.675 0.880
-2.149 -0.018 2.833
-1.380 -0.585 2.371
-0.009 0.104 -0.461
-0.039 -0.108 -0.998
1.050 -0.659 0.075
0.334 0.065 0.408
-0.094 0.214 -0.797

(2)
Computed, not measured: a 20-piece molecular cluster, C8H55ClIN4O22P2 overall, with ωB97M-V/def2-TZVPD.

Summary:
Net charge ... +1
Gap between HOMO and LUMO ... 9.0 eV
Highest occupied orbital energy ... -11.8 eV
LUMO ... -2.78 eV

Each line ends with the Mulliken charge.
CARTESIAN COORDINATES (ANGSTROEM)
C1 -0.7593 -2.1900 -2.3500  -1.338
C2 -1.2053 -0.9616 -1.5409  0.265
C3 -1.3618 0.3019 -2.3907  -0.173
C4 -0.0457 0.8712 -2.9032  0.324
O1 0.5219 1.9393 -2.0641  -0.388
N1 0.3432 1.7123 -0.7510  0.224
C5 1.0029 0.9427 0.1398  0.100
N2 2.1019 0.1883 -0.0347  0.379
Cl1 2.9374 0.2437 -1.5148  -0.055
P1 2.6600 -0.8299 1.3637  0.123
C6 3.9504 -1.7465 0.5170  -1.059
O2 1.4913 -1.9602 1.5018  -0.327
N3 0.3815 1.0097 1.3209  -0.129
C7 -0.6274 1.8365 1.1530  -0.703
I1 -1.8322 2.2510 2.7673  0.328
N4 -0.7183 2.3109 -0.0916  0.428
P2 -1.9845 3.4832 -0.7035  0.026
C8 -1.1615 4.2918 -2.0853  -1.174
O3 -2.0666 4.6911 0.3667  -0.055
H1 -1.5859 -2.8694 -2.5050  0.353
H2 0.0339 -2.7197 -1.8319  0.145
H3 -0.3874 -1.9014 -3.3307  0.346
H4 -0.5700 -0.8141 -0.6765  -0.108
H5 -2.1931 -1.1812 -1.1425  0.403
H6 -1.9569 0.0474 -3.2654  0.500
H7 -1.9559 1.0382 -1.8469  -0.169
H8 -0.2112 1.3240 -3.8696  0.223
H9 0.6611 0.0612 -3.0401  -0.165
H10 4.4041 -2.3861 1.2690  0.347
H11 3.5711 -2.3602 -0.2991  0.356
H12 4.7046 -1.0777 0.1134  0.360
H13 1.0579 -2.2049 0.6689  0.263
H14 -0.0845 4.1626 -2.0729  0.359
H15 -1.3523 5.3573 -2.0435  0.370
H16 -1.5286 3.8712 -3.0174  0.437
H17 -1.2153 5.0688 0.6431  0.194
O4 0.0352 6.6452 -0.5059  -0.657
H18 -0.4840 7.4594 -0.4513  0.338
H19 0.9433 6.9454 -0.6328  0.264
O5 -0.9578 1.1271 -6.2029  -0.634
H20 -0.4549 0.3279 -6.3935  0.298
H21 -1.4566 1.2730 -7.0129  0.316
O6 4.1168 -3.0169 3.4947  -0.606
H22 4.2380 -2.8797 4.4432  0.313
H23 3.1604 -3.0503 3.3852  0.265
O7 0.1944 7.2127 2.3633  -0.604
H24 1.0570 7.4091 2.7388  0.311
H25 0.3453 6.9715 1.4399  0.379
O8 -1.7066 -5.0802 -1.5223  -0.588
H26 -0.9131 -5.1938 -0.9931  0.266
H27 -1.7296 -5.8882 -2.0473  0.301
O9 4.6664 -1.6475 6.3023  -0.676
H28 5.5588 -1.4557 6.6225  0.329
H29 4.1886 -0.8196 6.4157  0.330
O10 -1.3154 -7.9346 -0.7099  -0.625
H30 -1.3253 -7.5896 0.1883  0.352
H31 -2.0652 -8.5445 -0.7187  0.317
O11 -1.6328 -1.5856 -7.1222  -0.622
H32 -1.6857 -1.3467 -6.1913  0.329
H33 -2.3735 -2.1872 -7.2452  0.301
O12 1.6568 3.8580 2.9268  -0.576
H34 1.7273 4.2097 3.8194  0.315
H35 0.8987 3.2669 2.9539  0.277
O13 2.5129 -1.5624 -4.6367  -0.578
H36 2.9898 -0.9001 -4.1307  0.267
H37 3.0117 -2.3771 -4.5233  0.309
O14 -5.4137 4.8137 -0.3618  -0.616
H38 -5.6663 5.7367 -0.4613  0.314
H39 -4.6086 4.8374 0.1637  0.291
O15 -1.7592 -8.7684 2.0305  -0.626
H40 -1.7697 -8.4086 2.9226  0.307
H41 -2.5113 -9.3683 2.0039  0.312
O16 -2.1246 7.4145 -3.7618  -0.638
H42 -2.9004 7.0113 -3.3608  0.311
H43 -1.8866 6.8306 -4.4881  0.316
O17 -2.5413 7.2731 3.2653  -0.609
H44 -1.6018 7.0597 3.1654  0.331
H45 -3.0172 6.5084 2.9323  0.289
O18 -1.6905 -2.3241 1.1750  -0.511
H46 -1.4217 -1.9432 2.0194  0.273
H47 -2.6487 -2.3989 1.2392  0.263
O19 -3.1086 -10.1279 -1.4923  -0.650
H48 -2.6085 -10.9413 -1.6078  0.317
H49 -3.6742 -10.0709 -2.2675  0.308
O20 7.6521 -0.7662 6.0268  -0.626
H50 8.5433 -0.6006 6.3476  0.311
H51 7.7536 -0.9152 5.0822  0.313
O21 3.0352 -2.1552 8.8231  -0.631
H52 2.9952 -2.9478 9.3644  0.323
H53 3.6231 -2.3762 8.0908  0.339
O22 -3.7754 0.0334 0.2256  -0.597
H54 -2.8458 0.2745 0.1764  0.216
H55 -4.2491 0.8722 0.2404  0.351

Force components x, y, z for each atom (eV/Å):
0.090 0.542 0.046
-0.763 -0.186 -0.443
0.335 -0.259 0.201
-0.952 -0.296 -0.204
0.121 -0.396 -0.041
0.249 0.211 0.017
0.159 0.245 -0.412
-0.219 -0.393 -0.112
-0.104 0.184 -0.061
0.222 0.110 0.969
0.056 -0.013 -0.574
-0.248 0.395 -0.452
0.189 -0.104 0.251
0.008 -0.252 0.235
-0.230 0.085 -0.143
0.346 0.430 0.452
-1.848 0.089 -0.652
0.888 -0.415 -0.254
0.755 -0.546 0.667
-0.017 -0.208 0.074
0.053 -0.258 -0.073
0.246 0.003 -0.129
0.200 0.146 0.189
0.072 -0.044 0.175
-0.075 -0.002 -0.125
-0.013 0.208 -0.149
0.211 0.536 -0.135
0.446 0.027 0.207
0.030 -0.025 0.164
-0.075 -0.078 -0.059
0.195 0.077 0.100
0.011 -0.335 0.151
0.114 0.142 -0.032
-0.291 0.095 0.056
-0.103 -0.059 -0.097
-0.025 0.467 -0.200
0.088 0.170 0.401
-0.046 -0.011 -0.184
-0.001 -0.034 -0.205
0.089 -0.012 0.231
0.108 0.063 -0.161
-0.064 -0.019 -0.004
-0.201 0.033 -0.041
0.164 0.190 0.096
-0.024 -0.133 0.026
0.000 -0.046 0.002
0.009 -0.021 0.038
0.024 -0.069 0.106
0.012 0.170 -0.231
-0.018 -0.057 0.107
-0.083 -0.186 0.226
-0.039 -0.116 0.129
0.141 0.003 -0.169
-0.032 0.021 -0.028
-0.044 0.202 -0.145
0.028 -0.161 0.112
0.103 -0.136 -0.232
-0.038 0.005 0.132
-0.088 -0.027 0.032
0.029 -0.062 -0.141
0.000 0.037 -0.212
-0.006 0.011 0.025
0.053 -0.056 0.173
-0.188 0.061 0.053
0.121 -0.023 -0.046
0.010 -0.023 -0.033
0.135 -0.030 -0.086
-0.085 0.012 0.028
0.020 0.047 0.087
-0.047 0.079 0.155
0.020 -0.009 0.032
-0.006 -0.031 -0.065
0.107 -0.107 0.202
-0.105 0.048 -0.097
-0.029 0.039 -0.076
0.025 -0.099 -0.014
-0.043 0.157 -0.085
-0.034 -0.041 0.042
0.169 0.158 0.213
0.026 -0.099 -0.018
-0.058 -0.030 -0.112
-0.070 -0.025 0.072
0.068 0.006 0.016
-0.033 0.037 -0.011
-0.112 -0.016 0.000
0.002 -0.007 0.084
-0.032 -0.026 -0.030
-0.015 0.002 -0.032
-0.013 -0.009 0.041
0.059 0.034 -0.094
-0.032 0.085 0.095
0.028 -0.074 0.017
-0.086 0.001 -0.030

(3)
Computed, not measured: C2HNO3 in the gas phase, with ωB97M-V/def2-TZVPD.

Summary:
Gap between HOMO and LUMO ... 11.3 eV
Energy above the lowest of the compared OMol25 structures with the same formula, charge and spin ... 56.4 kcal/mol
SMILES ... O=C=NOC=O
Highest occupied orbital energy ... -11.3 eV
LUMO ... 0.08 eV

Each line ends with the Mulliken charge.
CARTESIAN COORDINATES (ANGSTROEM)
O1 -2.3109 -1.8491 1.7828  -0.357
C1 -1.3400 -1.7545 1.1706  0.616
N1 -0.1937 -1.7142 0.8171  -0.294
O2 0.4887 -1.5019 -0.3430  -0.118
C2 0.6037 -0.2239 -0.7568  0.238
O3 1.1733 0.0547 -1.7572  -0.407
H1 0.1166 0.4970 -0.0735  0.323

Force components x, y, z for each atom (eV/Å):
-1.184 -0.074 0.318
-0.097 0.064 -0.188
1.662 0.361 0.257
-0.182 -1.298 -0.594
-0.271 1.424 0.170
0.017 -0.296 0.080
0.056 -0.182 -0.044

(4)
Computed, not measured: a 4-piece molecular cluster, C14H34IN2O3 overall, with ωB97M-V/def2-TZVPD.

Summary:
Net charge ... -1
Gap between HOMO and LUMO ... 7.3 eV
Energy above the lowest of the compared OMol25 structures with the same formula, charge and spin ... 0.0 kcal/mol
Highest occupied orbital energy ... -4.4 eV
LUMO ... 2.86 eV

Each line ends with the Mulliken charge.
CARTESIAN COORDINATES (ANGSTROEM)
I1 1.9462 -1.1207 -0.6797  -0.707
C1 -2.8180 -0.0396 3.5790  -1.638
C2 -2.3254 -1.1911 2.6257  1.417
C3 -3.3337 -2.3748 2.7032  -1.189
C4 -4.6293 -2.1581 1.9501  -0.785
C5 -4.3560 -1.6199 0.5090  -1.173
C6 -3.3596 -0.4379 0.4297  1.585
N1 -2.1589 -0.7194 1.2488  0.518
O1 -1.1251 0.1898 1.1029  -0.392
C7 -2.8042 -0.4789 -1.0368  -1.873
C8 -4.1448 0.8354 0.7865  -1.780
C9 -1.0015 -1.7636 3.1737  -1.960
H1 -3.8915 0.0925 3.4441  0.325
H2 -2.3941 0.8980 3.2195  0.311
H3 -2.4912 -0.1246 4.6154  0.390
H4 -2.8564 -3.2735 2.3126  0.484
H5 -3.4857 -2.6767 3.7395  0.428
H6 -5.0659 -1.4316 2.6355  0.268
H7 -5.2629 -3.0441 1.9901  0.429
H8 -5.3445 -1.2246 0.2748  0.357
H9 -4.1632 -2.4678 -0.1483  0.430
H10 -2.4224 -1.4292 -1.4100  0.368
H11 -3.5868 -0.1283 -1.7096  0.447
H12 -1.9501 0.1709 -1.2274  0.424
H13 -3.5586 1.6420 1.2269  0.316
H14 -4.5027 1.3053 -0.1296  0.423
H15 -4.9983 0.6678 1.4434  0.355
H16 -0.5178 -2.5026 2.5349  0.388
H17 -1.2357 -2.1931 4.1478  0.447
H18 -0.2078 -1.0262 3.2940  0.413
H19 -0.4462 -0.3162 0.6506  0.164
C10 3.7600 1.6250 -3.1423  -1.237
C11 4.5897 2.3524 -2.0817  0.171
C12 4.7611 3.8596 -2.4428  -0.685
O2 5.4929 4.5591 -1.3985  -0.290
C13 6.0031 5.8117 -1.9248  -0.714
N2 3.8026 2.2638 -0.8517  -0.669
H20 4.0940 1.8539 -4.1543  0.387
H21 2.6812 1.7796 -3.1586  0.306
H22 3.9460 0.5536 -3.0666  0.369
H23 5.5521 1.9135 -1.8187  0.335
H24 3.7573 4.2580 -2.5902  0.329
H25 5.3401 3.8578 -3.3663  0.348
H26 5.1587 6.4645 -2.1464  0.292
H27 6.5627 5.6858 -2.8517  0.289
H28 6.6249 6.3255 -1.1916  0.262
H29 3.5879 1.2769 -0.8462  0.132
H30 2.9334 2.6947 -1.1324  0.306
C14 1.8495 -5.1322 -1.7645  -0.432
O3 1.0530 -4.7135 -0.6955  -0.471
H31 2.7879 -4.5780 -1.7454  0.186
H32 1.9659 -6.2115 -1.6668  0.198
H33 1.1788 -4.8045 -2.5588  0.231
H34 1.0090 -3.7545 -0.7002  0.171

Force components x, y, z for each atom (eV/Å):
-0.223 -0.096 -0.013
0.405 0.167 -1.074
0.068 0.180 1.003
0.966 -0.953 -0.867
1.151 0.849 0.724
-1.201 -0.224 1.762
1.320 -1.119 -0.713
-1.326 -2.184 0.280
-0.503 0.880 0.463
-0.330 1.123 -0.226
0.346 0.912 -0.514
0.229 0.469 -0.147
-0.096 -0.101 0.551
0.251 0.029 -0.031
-0.353 -0.371 0.044
0.437 0.017 -0.417
-0.236 0.521 0.290
-0.961 0.490 -0.683
0.024 -0.018 -0.302
0.028 0.104 -0.831
0.428 0.200 -0.028
-0.420 -0.393 0.619
-0.177 -0.130 -0.186
-0.101 0.396 0.481
0.409 -0.304 0.189
-0.369 -0.194 -0.156
0.047 -0.209 0.000
-0.505 -0.272 -0.181
0.213 -0.130 0.060
-0.280 0.387 0.169
0.727 -0.142 -0.368
1.461 -0.511 -1.423
-1.182 1.504 0.559
0.985 -1.428 1.038
0.173 0.579 -1.507
-0.912 -0.686 0.422
0.451 0.167 0.052
0.185 0.226 -0.329
0.096 0.253 0.612
-0.315 -0.085 0.280
0.162 -0.114 -0.687
-0.049 0.435 -0.069
-0.019 0.467 -0.264
-0.137 0.205 -0.088
0.176 -0.248 -0.050
-0.013 -0.387 0.170
-0.500 -0.420 0.846
-0.563 0.069 0.488
-1.042 0.969 0.111
-0.488 -0.536 2.021
0.260 -0.277 -0.395
0.145 0.085 -0.355
0.990 -0.686 -1.401
0.169 0.534 0.072

(5)
Computed, not measured: C5H8OSe in the gas phase, with ωB97M-V/def2-TZVPD.

Summary:
Gap between HOMO and LUMO ... 8.7 eV
Energy above the lowest of the compared OMol25 structures with the same formula, charge and spin ... 10.9 kcal/mol
SMILES ... O=C[C@@H]1CCC[Se]1
Highest occupied orbital energy ... -8.7 eV
LUMO ... -0.05 eV

Each line ends with the Mulliken charge.
CARTESIAN COORDINATES (ANGSTROEM)
O1 -0.2123 0.0205 -3.1580  -0.465
C1 -0.3145 0.0707 -1.9940  0.179
C2 0.7995 -0.1285 -1.0641  -0.327
C3 0.5117 -1.0011 0.1418  -0.616
C4 -0.5991 -0.4292 0.9887  -0.502
C5 -0.1209 0.9717 1.4058  -0.767
Se1 0.6227 1.9764 -0.1499  0.005
H1 -1.2839 0.2195 -1.3816  0.162
H2 1.7743 -0.2788 -1.6905  0.294
H3 1.2608 -0.8016 0.9133  0.295
H4 0.3087 -1.9529 -0.2559  0.396
H5 -1.6879 -0.2906 0.5649  0.213
H6 -0.7235 -1.0742 1.8361  0.320
H7 -0.9731 1.5967 1.6759  0.397
H8 0.6374 1.1015 2.1677  0.415

Force components x, y, z for each atom (eV/Å):
-0.144 0.159 -3.169
-1.531 -0.335 3.658
2.027 2.160 -0.071
-0.045 2.553 -0.064
-2.315 1.403 -0.614
-0.765 1.337 -0.362
0.312 -2.801 -0.740
0.609 -0.052 -1.366
-1.572 0.310 1.627
1.045 -1.389 -0.750
0.196 -1.723 0.203
2.203 -0.496 0.377
-0.076 -0.231 0.701
0.026 -0.177 0.305
0.030 -0.717 0.266

(6)
Computed, not measured: an isolated ion of composition CH3N2O and charge +1, with ωB97M-V/def2-TZVPD.

Summary:
Net charge ... +1
Gap between HOMO and LUMO ... 10.6 eV
Energy above the lowest of the compared OMol25 structures with the same formula, charge and spin ... 45.5 kcal/mol
SMILES ... N#[N+]CO
Highest occupied orbital energy ... -17.4 eV
LUMO ... -6.75 eV

Each line ends with the Mulliken charge.
CARTESIAN COORDINATES (ANGSTROEM)
N1 -2.2582 -0.1018 -0.2292  -0.036
N2 -1.1689 -0.1710 -0.1468  0.563
C1 0.1780 -0.3566 0.0030  -0.027
O1 0.8689 0.9606 -0.1946  -0.495
H1 0.6793 -0.8657 -0.7938  0.283
H2 0.2650 -0.9883 0.8881  0.318
H3 1.4359 1.5229 0.4734  0.394

Force components x, y, z for each atom (eV/Å):
0.868 0.134 0.012
-3.515 0.352 -0.776
5.359 2.665 0.792
-0.374 -0.341 1.142
-0.757 -0.929 -0.924
0.376 0.499 0.527
-1.957 -2.381 -0.774